Entry 1:
38
Properties=species:S:1:pos:R:3 method="wB97M-V/def2-TZVPD" spin_multiplicity=1 molar_mass_g_mol=278.296 max_force_ev_per_a=1.77 total_charge=+2 lumo_energy_ev=-7.570
N 6.377 1.613 -1.750
P 6.311 0.626 -0.577
N 4.574 0.187 -0.240
C 4.209 -0.883 0.488
C 2.883 -1.185 0.699
C 1.913 -0.360 0.140
C 0.457 -0.604 0.301
C -0.280 -0.953 -0.819
C -1.642 -1.154 -0.702
N -2.263 -1.013 0.475
C -3.727 -1.189 0.594
C -4.413 0.168 0.809
O -5.584 -0.076 1.551
C -4.694 0.922 -0.488
N -3.438 1.519 -1.004
C -1.559 -0.701 1.568
C -0.196 -0.487 1.519
C 2.314 0.732 -0.618
C 3.659 0.999 -0.790
H 6.874 1.269 -2.563
H 6.719 1.169 0.646
H 6.904 -0.632 -0.777
H 5.008 -1.482 0.893
H 2.606 -2.037 1.296
H 0.182 -1.068 -1.785
H -2.248 -1.424 -1.550
H -4.103 -1.625 -0.322
H -3.940 -1.827 1.442
H -3.759 0.825 1.388
H -5.721 0.633 2.182
H -5.404 1.710 -0.270
H -5.109 0.263 -1.246
H -3.487 2.524 -1.038
H -3.246 1.162 -1.927
H -2.094 -0.613 2.500
H 0.355 -0.233 2.408
H 1.576 1.375 -1.068
H 3.986 1.850 -1.366


Entry 2:
37
Properties=species:S:1:pos:R:3 method="wB97M-V/def2-TZVPD" spin_multiplicity=1 molar_mass_g_mol=245.330 max_force_ev_per_a=2.07 de_lowest_kcal_mol=11.7 lumo_energy_ev=0.645
N 2.513 0.081 -0.376
N 1.994 0.410 -1.513
N -2.953 1.171 -5.625
C -2.850 2.403 -5.272
C -2.237 0.396 -4.718
C 0.743 -1.193 -0.539
C -1.724 1.230 -3.768
C 1.780 -0.904 0.251
N -2.095 2.511 -4.127
N 0.913 -0.384 -1.654
C -0.970 0.855 -2.524
C 2.079 -1.424 1.632
C 0.026 -0.258 -2.813
C -0.096 0.480 4.043
C 0.243 -0.779 4.851
C 0.627 0.341 2.740
C 1.181 -1.592 3.970
C 0.902 -1.150 2.553
H -3.288 3.230 -5.811
H -2.127 -0.692 -4.703
H -0.104 -1.848 -0.367
H -1.797 3.400 -3.721
H -0.431 1.736 -2.143
H -1.681 0.499 -1.785
H 2.930 -0.869 2.011
H 2.363 -2.470 1.596
H 0.619 -0.045 -3.718
H -0.514 -1.200 -2.945
H -1.166 0.534 3.837
H 0.237 1.405 4.532
H -0.669 -1.331 5.041
H 0.762 -0.448 5.757
H 1.579 0.851 2.856
H 0.050 0.803 1.921
H 2.219 -1.411 4.290
H 0.964 -2.678 4.047
H -0.021 -1.660 2.196


Entry 3:
48
Properties=species:S:1:pos:R:3 method="wB97M-V/def2-TZVPD" spin_multiplicity=2 molar_mass_g_mol=898.493 max_force_ev_per_a=3.38 total_charge=-1 de_lowest_kcal_mol=7.3 lumo_energy_ev="2.074 / 1.645"
V -1.516 1.143 0.372
Se -2.394 1.490 2.564
Te -1.058 3.447 3.443
Te -1.740 5.029 1.337
Se -1.564 3.253 -0.456
C -3.341 -2.231 3.693
N -1.940 -2.010 3.354
C -1.102 -1.470 4.421
C -1.660 -1.672 2.108
N -1.358 -1.498 1.002
H -3.841 -1.288 3.932
H -3.385 -2.892 4.559
H -3.847 -2.703 2.854
H -1.481 -0.509 4.774
H -0.091 -1.319 4.049
H -1.086 -2.187 5.244
C 1.810 -1.138 0.307
N 2.204 0.057 1.037
C 3.632 0.277 1.136
C 1.404 1.108 1.068
O 0.159 1.048 0.877
H 2.220 -1.104 -0.704
H 0.729 -1.208 0.254
H 2.195 -2.018 0.825
H 4.083 -0.562 1.668
H 3.833 1.200 1.677
H 4.066 0.348 0.135
H 1.831 2.015 1.491
C 3.600 2.164 -4.936
O 3.051 2.618 -3.709
C 3.037 1.789 -2.638
S 3.733 0.262 -2.730
S 2.267 2.461 -1.297
H 3.025 1.325 -5.333
H 4.636 1.845 -4.814
H 3.545 3.009 -5.620
Se -4.516 -0.713 -0.102
N -3.977 -1.830 -1.401
C -2.855 -1.325 -1.935
C -2.053 -1.864 -2.951
C -0.865 -1.212 -3.265
C -0.481 -0.057 -2.594
N -1.255 0.518 -1.664
C -2.401 -0.091 -1.367
N -3.155 0.446 -0.392
H -2.356 -2.774 -3.453
H -0.206 -1.605 -4.027
H 0.466 0.427 -2.792


Entry 4:
34
Properties=species:S:1:pos:R:3 method="wB97M-V/def2-TZVPD" spin_multiplicity=1 molar_mass_g_mol=205.301 max_force_ev_per_a=0.44 de_lowest_kcal_mol=31.7 lumo_energy_ev=0.972
C 1.590 2.760 0.221
H 2.495 2.750 0.823
H 1.007 3.639 0.486
H 1.875 2.844 -0.825
C 0.776 1.488 0.469
C 1.613 0.250 0.281
C 1.674 -0.709 1.285
C 2.418 -1.864 1.120
C 3.119 -2.077 -0.054
C 3.069 -1.127 -1.060
C 2.322 0.025 -0.894
H 2.289 0.752 -1.692
H 3.613 -1.286 -1.980
H 3.701 -2.977 -0.185
H 2.452 -2.600 1.911
H 1.126 -0.551 2.202
H 0.415 1.501 1.502
C -0.470 1.465 -0.438
N -1.377 0.402 -0.040
C -1.242 -0.807 -0.833
C -2.082 -1.913 -0.197
H -2.048 -2.821 -0.801
O -3.439 -1.544 -0.111
C -3.578 -0.354 0.627
C -2.775 0.790 0.005
H -2.880 1.682 0.626
H -3.176 1.005 -1.002
H -4.645 -0.119 0.634
H -3.230 -0.513 1.659
H -1.687 -2.125 0.808
H -0.195 -1.111 -0.850
H -1.584 -0.645 -1.872
H -0.981 2.426 -0.334
H -0.165 1.362 -1.490


Entry 5:
35
Properties=species:S:1:pos:R:3 method="wB97M-V/def2-TZVPD" spin_multiplicity=1 molar_mass_g_mol=221.300 max_force_ev_per_a=0.51 de_lowest_kcal_mol=0.0 lumo_energy_ev=0.851
C -5.604 -0.989 -1.301
C -4.698 0.232 -1.199
C -4.521 0.734 0.235
C -3.876 -0.269 1.195
C -2.493 -0.765 0.775
C -1.474 0.359 0.663
H -1.450 0.961 1.580
H -1.692 1.028 -0.175
O -0.190 -0.226 0.460
C 0.815 0.627 0.212
O 0.632 1.832 0.169
C 2.104 -0.044 0.020
C 2.195 -1.435 0.128
C 3.397 -2.087 -0.021
C 4.548 -1.349 -0.282
C 4.488 0.019 -0.395
C 3.272 0.708 -0.254
N 3.228 2.049 -0.410
H 4.081 2.571 -0.485
H 2.353 2.515 -0.220
H 5.382 0.591 -0.599
H 5.497 -1.854 -0.395
H 3.450 -3.161 0.065
H 1.295 -1.991 0.337
H -2.131 -1.476 1.520
H -2.549 -1.291 -0.178
H -4.532 -1.134 1.306
H -3.795 0.205 2.177
H -3.923 1.647 0.216
H -5.503 0.998 0.635
H -5.132 1.043 -1.789
H -3.724 0.001 -1.635
H -5.155 -1.852 -0.816
H -6.564 -0.790 -0.830
H -5.780 -1.241 -2.344


Entry 6:
36
Properties=species:S:1:pos:R:3 method="wB97M-V/def2-TZVPD" spin_multiplicity=1 molar_mass_g_mol=237.299 max_force_ev_per_a=0.46 de_lowest_kcal_mol=21.0 lumo_energy_ev=0.761
C -4.037 -0.996 0.734
C -4.560 0.432 0.604
O -3.841 1.354 1.400
C -2.685 1.892 0.795
C -1.734 2.341 1.903
H -1.066 3.120 1.528
H -2.338 2.759 2.709
C -0.910 1.167 2.440
N 0.172 0.824 1.545
C 0.170 -0.264 0.740
O -0.712 -1.104 0.764
C 1.351 -0.383 -0.162
C 1.768 -1.659 -0.521
C 2.850 -1.854 -1.358
C 3.532 -0.755 -1.872
C 3.101 0.531 -1.535
C 2.028 0.714 -0.692
H 1.702 1.722 -0.476
H 3.628 1.372 -1.958
O 4.605 -0.819 -2.701
C 5.080 -2.084 -3.096
H 5.928 -1.889 -3.751
H 4.318 -2.644 -3.648
H 5.415 -2.674 -2.237
H 3.148 -2.861 -1.606
H 1.225 -2.506 -0.128
H 0.933 1.480 1.476
H -1.548 0.286 2.534
H -0.490 1.414 3.420
H -2.970 2.748 0.162
H -2.190 1.148 0.159
H -5.592 0.485 0.967
H -4.548 0.752 -0.447
H -4.169 -1.345 1.755
H -2.979 -1.052 0.491
H -4.587 -1.651 0.064